DFT (ωB97M-V/def2-TZVPD) results for a 12-piece molecular cluster, C3H28O12S overall in a non-equilibrium geometry.

Values from the calculation:
Energy relative to the best compared isomer or geometry (same formula, charge and spin) (kcal/mol): 3.6
Lowest unoccupied orbital energy (eV): 5.05
Total charge: -2
DFT total energy (eV): -38970.6717
HOMO-LUMO gap (eV): 6.02
Highest occupied orbital energy (eV): -0.971

CARTESIAN COORDINATES (ANGSTROEM)
C: 0.262 0.051 0.734
O: -0.426 -1.218 0.707
C: 0.244 0.473 2.235
C: 1.410 1.480 2.613
S: 2.940 1.208 1.646
H: 1.177 -0.111 0.198
H: -0.460 0.773 0.302
H: 0.463 -0.506 2.675
H: -0.750 0.794 2.534
H: 1.753 1.077 3.565
H: 0.994 2.485 2.560
H: -1.786 -1.032 1.146
H: -3.230 -0.242 1.616
O: -2.792 -1.086 1.479
H: 0.979 -3.803 -0.036
H: 1.275 -2.414 -0.177
O: 1.705 -3.265 -0.369
H: 0.696 -2.852 2.611
H: 1.158 -1.557 3.221
O: 1.021 -2.493 3.446
H: -1.583 2.850 -0.357
H: -0.381 2.329 -1.354
O: -1.272 2.679 -1.254
H: -3.368 0.053 -0.462
H: -3.273 1.333 -1.288
O: -3.788 0.522 -1.194
H: 1.670 1.543 -2.174
H: 2.356 2.313 -0.913
O: 2.221 2.269 -1.870
H: -0.940 3.598 1.036
H: -1.614 2.320 1.374
O: -1.768 3.277 1.422
H: -1.988 -0.134 -3.682
H: -1.524 -1.289 -2.730
O: -1.960 -1.087 -3.569
H: 3.534 0.507 -0.916
H: 2.695 -0.831 -1.009
O: 3.137 -0.139 -1.509
H: 2.108 -0.332 -3.269
H: 0.680 -0.880 -3.541
O: 1.177 -0.075 -3.367
H: -0.734 -2.090 -0.510
H: -1.145 -3.580 -0.466
O: -0.873 -2.916 -1.107

Cartesian forces (eV/Å) of the 2 atoms listed first:
-3.630 -1.149 1.208
0.372 0.387 -0.301

Results of the Löwdin charge analysis, in e, for atoms 1 through 6:
1. C -0.312
2. O -0.356
3. C -0.250
4. C -0.690
5. S 0.242
6. H 0.033